1.
38
Properties=species:S:1:pos:R:3:forces:R:3:lowdin_charge:R:1 method="wB97M-V/def2-TZVPD" charge=+1 lumo_ev=-4.5 homo_ev=-12.14 homo_lumo_gap_ev=7.60
S 0.26051 -4.36734 3.60371 1.6 0.5 1.2 1.063
C -0.36100 -2.64108 3.71954 -3.2 1.0 -2.7 -0.320
C -1.77111 -2.52141 2.80246 -2.5 -1.7 -1.2 -0.215
C -3.11407 -3.22499 3.52335 2.9 -0.1 0.9 -0.009
O -2.27875 -3.79207 2.26791 3.5 3.3 2.1 -0.199
H 0.45334 -4.76891 2.29841 -1.1 0.2 0.7 0.041
H -0.50861 -5.25448 4.32758 -0.2 0.6 -1.1 0.033
H -0.62883 -2.29940 4.75395 0.9 -0.7 -0.8 0.117
H 0.32483 -1.94677 3.15689 -0.1 -1.0 1.0 0.111
H -1.93644 -1.53029 2.20540 0.4 -2.0 1.1 0.175
H -3.35785 -4.31027 3.68143 -2.2 1.3 -0.3 0.140
H -2.49412 -3.19126 4.51718 0.0 -1.1 -0.8 0.055
O 0.08226 0.89028 0.50609 -4.0 -1.5 -1.2 -0.264
P 0.02937 1.03764 -1.01810 8.5 3.4 -0.3 0.704
O 1.45553 0.24780 -1.30700 -0.7 -0.8 -0.1 -0.225
C 1.49147 -1.16630 -1.19084 0.2 -0.1 -0.3 -0.312
C 0.84161 -1.83216 -2.39079 -0.1 -0.1 0.0 -0.085
O 0.64486 2.57985 -1.05136 -1.5 -0.3 -0.4 -0.250
C 0.32911 3.51531 -0.01919 0.3 0.3 0.4 -0.293
C 1.50547 3.65452 0.92736 0.2 0.0 0.0 -0.073
O -0.13346 1.12046 -2.70982 -2.3 -1.0 2.2 -0.216
C -0.74648 2.26316 -3.32078 -0.5 0.4 -0.5 -0.277
C 0.32056 3.08068 -4.02566 0.3 -0.1 0.0 -0.061
H 1.01227 -1.48388 -0.25801 0.0 0.0 0.1 0.087
H 2.54395 -1.45563 -1.13965 0.0 0.2 0.1 0.120
H -0.23306 -1.63266 -2.40858 0.0 -0.1 0.0 0.067
H 0.98970 -2.91406 -2.36003 0.0 0.0 0.0 0.076
H 1.25812 -1.44299 -3.32101 0.0 0.0 0.1 0.087
H -0.58238 3.23223 0.51004 0.1 -0.1 0.0 0.103
H 0.13166 4.47819 -0.49918 0.0 -0.1 -0.1 0.120
H 1.80264 2.69050 1.34401 -0.2 0.0 0.0 0.070
H 1.26370 4.32971 1.75129 0.0 0.0 -0.1 0.080
H 2.37455 4.04913 0.39617 -0.1 0.1 0.0 0.081
H -1.29416 2.85960 -2.58837 0.1 0.0 0.0 0.111
H -1.46864 1.89670 -4.05426 0.0 -0.1 0.1 0.117
H 1.08703 3.43056 -3.33442 -0.2 0.0 0.1 0.074
H -0.12426 3.94720 -4.51877 -0.1 -0.1 0.0 0.085
H 0.83065 2.47241 -4.77696 -0.2 0.0 0.0 0.084

2.
14
Properties=species:S:1:pos:R:3:forces:R:3:lowdin_charge:R:1 method="wB97M-V/def2-TZVPD" lumo_ev=1.0 relative_energy_kj_mol=400.57 homo_ev=-9.18 smiles=O[C@@]12CC[C@@H]1C2 homo_lumo_gap_ev=10.15
O -0.34299 -1.83277 -1.14284 0.0 0.0 -0.2 0.030
C -0.09827 -0.62698 -0.50047 -0.2 0.2 0.3 -0.493
C -1.10857 -0.00366 0.43587 -0.7 0.1 -0.2 -0.126
C -0.01667 0.68269 1.23284 -0.1 0.2 -0.6 -0.121
C 1.08941 -0.22100 0.30953 -1.4 1.7 1.0 -0.115
C 0.93590 0.34404 -1.06679 0.0 0.2 0.2 -0.037
H -0.85443 -1.63463 -1.94243 0.2 -0.1 0.2 0.110
H -1.56173 -0.80730 1.02051 -0.2 0.2 -0.1 0.120
H -1.86649 0.65100 0.02011 -0.4 -0.1 -0.2 0.104
H -0.04729 0.48102 2.32664 0.3 -0.2 -0.8 0.111
H 0.15294 1.75274 1.10821 -0.3 0.0 -0.2 0.101
H 1.50108 -0.12901 1.27964 2.8 -2.0 0.0 0.106
H 1.46536 -0.06877 -1.93358 0.1 0.0 0.7 0.111
H 0.75175 1.41262 -1.14722 -0.2 0.0 -0.1 0.100

3.
10
Properties=species:S:1:pos:R:3:forces:R:3:lowdin_charge:R:1 method="wB97M-V/def2-TZVPD" lumo_ev=0.7 relative_energy_kj_mol=44.23 homo_ev=-11.15 smiles="O=C1OCCO1" homo_lumo_gap_ev=11.87
O -2.58802 0.13673 0.70709 0.5 0.0 0.0 0.167
C -1.42762 0.09879 0.44342 -0.5 0.1 0.1 -0.558
O -0.58623 -0.91941 0.76373 -0.1 0.2 0.0 0.060
C 0.57994 -0.76831 -0.03695 0.4 0.3 -0.2 -0.127
C 0.61147 0.72354 -0.32598 0.1 0.0 -0.1 -0.129
O -0.76213 1.07096 -0.23133 -0.3 0.1 -0.1 0.056
H 1.48262 -0.99141 0.51353 0.0 -0.7 0.2 0.127
H 0.44861 -1.38379 -0.93541 0.3 0.1 0.2 0.138
H 1.18608 1.29337 0.41856 -0.2 -0.2 -0.1 0.134
H 1.00496 0.94646 -1.31843 -0.2 0.1 0.0 0.131

4.
46
Properties=species:S:1:pos:R:3:forces:R:3:lowdin_charge:R:1 method="wB97M-V/def2-TZVPD" lumo_ev=0.4 relative_energy_kj_mol=27.01 homo_ev=-8.44 smiles="Cc1nc(O)[nH]c1C(=O)N1C[C@@H]2C[C@H]1CN2C(=O)/C=C/c1cccc(Br)c1" homo_lumo_gap_ev=8.87
C -2.99425 -1.59558 -3.41914 0.2 -0.1 0.1 -0.021
C -3.32512 -0.16154 -3.18037 0.7 0.0 0.0 -0.266
N -4.61867 0.26803 -3.24187 -0.7 0.1 0.0 0.167
C -4.57920 1.54757 -3.00188 0.2 0.1 0.1 -0.454
O -5.61742 2.39750 -2.97480 0.1 -0.2 0.0 0.110
N -3.33487 1.99426 -2.76436 -0.1 0.2 0.1 0.178
C -2.48594 0.89208 -2.88496 -0.5 -0.4 -0.2 -0.113
C -1.02698 0.93645 -2.80620 0.3 -0.5 0.0 -0.401
O -0.32802 0.19588 -3.48934 0.0 0.2 0.1 0.069
N -0.47619 1.82301 -1.93138 0.0 0.4 -0.1 0.001
C -1.10364 2.38448 -0.71644 0.0 0.2 -0.1 -0.065
C 0.14633 2.75834 0.09293 -0.1 0.1 -0.2 -0.218
C 1.07940 3.24658 -1.01048 0.1 0.2 -0.1 -0.062
C 0.97772 1.94368 -1.79395 0.1 -0.1 0.2 -0.222
C 1.41795 0.91889 -0.73722 0.2 0.1 0.1 -0.069
N 0.79849 1.50372 0.46800 0.1 0.0 -0.1 -0.003
C 0.79228 1.02631 1.73658 -0.5 0.6 0.3 -0.450
O 0.23460 1.63794 2.64223 0.1 -0.1 -0.1 0.048
C 1.48497 -0.25713 1.96051 0.3 -0.4 0.0 0.016
C 1.55805 -0.80299 3.16971 -0.1 0.0 -0.1 -0.018
C 2.23434 -2.09018 3.44022 0.2 -0.1 0.2 -0.224
C 3.61994 -2.15081 3.56610 0.1 -0.1 -0.1 -0.033
C 4.24591 -3.35675 3.85389 -0.2 0.1 0.0 -0.073
C 3.49544 -4.51005 4.02611 0.1 -0.2 0.0 -0.134
C 2.11586 -4.44560 3.91242 0.1 0.2 0.0 -0.684
Br 1.08163 -6.01623 4.15131 0.0 0.1 0.0 0.735
C 1.48198 -3.24632 3.62843 -0.1 -0.2 0.0 -0.079
H -1.93401 -1.79716 -3.27888 0.0 0.1 0.0 0.070
H -3.55631 -2.24221 -2.74399 -0.1 0.1 0.0 0.079
H -3.25112 -1.88175 -4.43942 -0.1 0.0 0.0 0.084
H -6.40103 1.87055 -3.18347 0.0 0.1 0.0 0.122
H -3.08226 2.94904 -2.59040 0.0 0.1 0.0 0.153
H -1.69522 3.27583 -0.94394 0.0 0.0 0.1 0.114
H -1.72809 1.66113 -0.19450 0.0 0.0 0.0 0.140
H -0.02899 3.43885 0.91617 0.0 -0.2 0.2 0.153
H 0.69838 4.11086 -1.55374 -0.1 -0.1 0.0 0.128
H 2.08689 3.46217 -0.65738 0.0 -0.1 0.1 0.130
H 1.52221 1.89108 -2.72873 -0.2 -0.1 -0.1 0.156
H 1.04527 -0.07776 -0.96791 0.0 0.0 0.0 0.130
H 2.50721 0.88819 -0.64022 0.0 0.0 0.0 0.131
H 1.93833 -0.76163 1.11459 0.0 0.0 0.0 0.112
H 1.09013 -0.30446 4.01307 -0.1 0.1 -0.1 0.132
H 4.21274 -1.25445 3.43857 0.0 0.0 0.0 0.115
H 5.32260 -3.39883 3.94618 0.0 0.0 0.0 0.106
H 3.97555 -5.45289 4.24998 0.0 0.0 0.0 0.099
H 0.40314 -3.21809 3.54791 0.0 0.0 0.0 0.112

5.
35
Properties=species:S:1:pos:R:3:forces:R:3:lowdin_spin:R:1 method="wB97M-V/def2-TZVPD" spin_multiplicity=5 lumo_ev="0.5 / -4.1" relative_energy_kj_mol=0.00 homo_ev="-8.84 / -9.94" homo_lumo_gap_ev="9.29 / 5.79"
Pd -2.84933 -0.70919 0.65040 -0.8 -0.6 -0.1 1.628
O -0.87710 -0.37460 4.40115 -0.1 0.1 -0.4 0.026
Se -1.46001 -0.26280 2.92203 0.3 -0.1 0.5 0.012
O -3.12328 -0.23926 2.76746 0.3 0.1 -0.1 0.213
O -1.10106 -1.52464 1.86138 -0.3 0.3 0.0 0.249
O -0.86938 1.05316 2.04970 0.0 -0.1 0.2 0.232
O -5.00986 -4.16682 -0.18264 0.0 0.2 0.0 0.130
C -4.39253 -3.17805 -0.21008 0.1 0.1 0.2 0.101
N -3.72322 -2.17005 -0.31635 0.0 -0.1 -0.1 0.267
Br -3.83606 1.44437 0.03159 0.0 -0.1 0.0 0.526
C 3.17310 -0.89294 0.73710 0.0 0.1 -0.1 0.001
C 1.79549 -0.63464 1.29163 -0.1 0.0 0.0 0.002
O 1.13469 0.31263 0.41515 0.2 0.0 -0.1 0.052
P -0.40073 0.39723 0.05913 0.5 0.5 0.0 0.350
O -0.62480 -0.58112 -1.17239 0.0 -0.2 -0.2 0.097
C 0.24241 -0.60627 -2.34406 0.0 0.0 0.0 0.027
C 0.73777 -2.01574 -2.54398 0.0 0.0 0.0 0.004
O -0.49719 1.80947 -0.62688 0.1 0.1 0.1 0.068
C -0.08617 3.05648 0.00235 0.0 0.0 -0.1 0.004
C 1.20392 3.53144 -0.61937 0.0 0.0 -0.1 0.004
H 3.69806 -1.59937 1.38071 0.0 0.0 0.0 0.000
H 3.75205 0.03023 0.68890 0.0 0.0 0.0 0.000
H 3.11217 -1.31670 -0.26696 0.0 0.0 0.0 0.000
H 1.83704 -0.17389 2.27688 0.0 0.0 0.1 0.000
H 1.20353 -1.54478 1.35703 0.0 0.0 0.0 0.001
H 1.06165 0.09713 -2.19734 0.0 0.0 0.0 0.001
H -0.36232 -0.26742 -3.18255 0.0 0.0 0.0 0.002
H 1.40947 -2.31469 -1.73731 0.0 0.0 0.0 0.000
H 1.27548 -2.08669 -3.49171 0.0 0.0 0.0 0.002
H -0.10250 -2.70980 -2.56846 0.0 0.0 0.0 0.000
H 0.00716 2.90814 1.07340 0.0 0.0 0.1 0.001
H -0.90014 3.75332 -0.18162 -0.1 0.0 0.0 0.000
H 2.03115 2.87358 -0.35420 0.0 0.0 0.0 0.000
H 1.42824 4.53901 -0.26405 0.0 0.0 0.0 0.001
H 1.11232 3.56325 -1.70606 0.0 0.0 0.0 0.000

6.
18
Properties=species:S:1:pos:R:3:forces:R:3:lowdin_charge:R:1 method="wB97M-V/def2-TZVPD" lumo_ev="0.7 / 0.7" relative_energy_kj_mol=326.52 homo_ev="-7.09 / -7.09" homo_lumo_gap_ev="7.79 / 7.79"
C 1.42391 -1.79914 0.40135 0.0 -0.2 0.1 -0.042
N 1.34790 -0.37676 0.10889 -1.3 0.7 -0.3 -0.258
C 0.24377 0.32288 0.37566 0.5 -0.3 -0.6 -0.353
N 2.21886 0.06613 -0.82481 1.2 0.0 0.0 -0.046
N -2.56021 0.34811 -0.46803 0.2 0.0 0.1 0.105
C -2.01994 -0.26385 0.63022 0.2 0.1 -0.1 -0.254
C 0.23055 1.65771 -0.24729 1.5 -0.8 -0.1 -0.054
N -0.79739 -0.32406 0.98481 -0.2 0.1 0.7 0.088
H 2.61058 0.96843 -0.55622 -0.2 -0.2 0.2 0.010
H 0.95312 1.35147 -1.19686 -1.8 0.5 0.5 0.119
H -3.52399 0.17255 -0.69392 0.1 0.0 0.0 0.091
H -1.95308 0.60521 -1.22938 0.0 0.1 0.0 0.091
H -2.74659 -0.75456 1.27062 -0.1 0.0 0.0 0.118
H 0.98584 -2.36913 -0.41922 0.1 0.0 0.0 0.089
H 0.87593 -2.02037 1.31463 0.0 0.1 0.0 0.076
H 2.47582 -2.05640 0.50628 -0.1 0.0 -0.1 0.080
H -0.73471 2.15080 -0.16543 0.0 0.0 -0.7 0.066
H 0.96962 2.32096 0.20870 0.0 0.1 0.3 0.074

7.
69
Properties=species:S:1:pos:R:3:forces:R:3:lowdin_spin:R:1 method="wB97M-V/def2-TZVPD" charge=+2 spin_multiplicity=2 lumo_ev="-7.2 / -8.1" relative_energy_kj_mol=55.74 homo_ev="-13.89 / -13.89" homo_lumo_gap_ev="6.73 / 5.77"
Ir 0.49086 -0.47857 0.10811 -0.1 0.3 -0.3 0.020
C -3.18724 -1.37399 0.33010 -0.1 0.1 0.0 0.000
C -2.22970 -0.71535 1.26477 0.0 -0.1 0.1 0.000
C -1.38383 0.37057 0.81008 -0.4 0.1 0.1 0.000
C -0.87053 1.28542 1.81877 0.0 0.0 -0.2 0.000
C -0.41038 2.64738 1.39505 0.0 0.0 0.0 0.000
C -0.89860 0.91359 3.13136 -0.1 -0.2 0.2 0.000
C -1.55570 -0.27545 3.53885 0.1 0.2 0.0 0.000
C -1.60289 -0.60672 4.99157 0.0 0.0 0.0 0.000
C -2.21942 -1.06576 2.60200 0.0 0.1 -0.1 0.000
H -4.18862 -1.01682 0.59164 0.0 0.0 0.0 0.000
H -3.19351 -2.45779 0.44703 0.0 0.0 0.0 0.000
H -3.00081 -1.12036 -0.70871 0.0 0.0 0.0 0.000
H -1.74674 0.84582 -0.10201 0.1 0.0 0.0 0.000
H -1.28655 3.29959 1.33439 0.0 0.0 0.0 0.000
H 0.03891 2.64715 0.40273 0.0 0.0 0.0 0.000
H 0.28009 3.08959 2.11136 0.0 0.0 0.0 0.000
H -0.48479 1.56427 3.89314 0.0 0.0 0.0 0.000
H -2.07406 -1.56773 5.18084 0.0 0.0 0.0 0.000
H -2.16180 0.16788 5.52300 0.0 0.0 0.0 0.000
H -0.59682 -0.60668 5.41472 0.0 0.0 0.0 0.000
H -2.80249 -1.91493 2.93795 0.0 0.0 0.0 0.000
S -1.14816 -4.54774 -0.45107 0.1 0.0 0.1 0.000
C -1.44794 -3.67831 -1.88782 0.0 0.0 -0.1 0.000
C -1.00799 -2.38452 -1.84557 0.0 -0.1 0.0 0.000
C -0.41281 -2.09486 -0.59370 0.0 0.0 -0.1 -0.001
C -0.40574 -3.17112 0.25860 -0.1 0.0 -0.1 0.000
C 0.21766 -3.00043 1.54705 0.0 0.0 0.0 0.001
C 0.35767 -3.94983 2.55330 0.0 0.0 0.0 0.000
C 1.03110 -3.61246 3.71000 0.0 0.0 0.0 0.001
C 1.56479 -2.33283 3.84829 0.0 -0.1 0.0 0.000
C 1.38937 -1.43330 2.82353 -0.1 0.0 -0.1 0.000
N 0.71994 -1.74859 1.70228 0.2 0.1 0.0 0.000
H -1.94035 -4.17495 -2.70975 0.0 0.0 0.0 0.000
H -1.10865 -1.69175 -2.66718 0.0 0.0 0.0 0.000
H -0.04895 -4.94171 2.41163 0.0 0.0 0.0 0.000
H 1.15414 -4.34289 4.49841 0.0 0.0 0.0 0.000
H 2.11379 -2.04320 4.73231 0.0 0.0 0.0 0.000
H 1.77749 -0.42431 2.88029 0.0 0.0 0.0 0.000
C -1.75109 3.06371 -2.53720 0.0 0.0 0.0 0.012
C -1.02774 2.25924 -3.62496 0.0 0.1 -0.1 0.015
C -1.69749 0.90091 -3.85182 0.0 0.0 0.0 0.007
C 0.45298 2.21898 -3.34647 0.0 -0.1 0.1 0.156
C 1.31665 2.98617 -4.09622 -0.1 0.0 0.0 -0.004
C 2.68079 2.99826 -3.83882 0.1 0.0 -0.1 0.231
C 3.22980 2.22590 -2.80031 0.0 -0.1 0.1 0.030
C 2.44630 1.44417 -2.00069 -0.4 -0.1 0.0 0.108
C 3.09374 0.64122 -0.88804 0.2 0.2 -0.1 0.008
C 2.86825 -0.86001 -0.96942 0.1 0.1 0.3 0.004
C 2.79994 1.20881 0.50371 0.0 -0.1 0.0 0.006
C 1.00654 1.42279 -2.25893 0.3 -0.1 0.1 0.141
O 0.18653 0.71418 -1.57572 0.2 0.1 0.2 0.256
H -2.81115 3.13903 -2.77979 0.0 0.0 0.0 0.001
H -1.35145 4.07394 -2.44697 0.0 0.0 0.0 0.000
H -1.66284 2.57172 -1.56653 0.0 0.0 0.0 0.000
H -1.12152 2.81808 -4.55905 0.0 0.0 0.0 0.000
H -1.85627 0.37265 -2.91333 0.0 0.0 0.0 0.000
H -1.11336 0.26598 -4.51994 0.0 0.0 0.0 0.000
H -2.67073 1.06195 -4.31481 0.0 0.0 0.0 0.001
H 0.92880 3.58818 -4.90786 0.0 0.0 0.0 -0.004
H 3.33684 3.60360 -4.44990 0.0 0.0 0.0 0.011
H 4.30141 2.25676 -2.64589 0.0 0.0 0.0 -0.001
H 4.16885 0.76189 -1.04510 0.0 0.1 0.0 0.000
H 1.82268 -1.24929 -0.83513 -0.2 -0.5 -0.3 0.000
H 3.45821 -1.38991 -0.22329 0.0 0.0 0.0 0.000
H 3.09341 -1.25396 -1.96012 -0.1 0.0 0.0 0.000
H 1.73737 1.13355 0.81230 -0.1 0.1 0.0 0.000
H 3.02707 2.27307 0.55081 0.0 0.0 0.0 0.000
H 3.38678 0.69014 1.26219 0.0 0.0 0.0 0.001

8.
7
Properties=species:S:1:pos:R:3:forces:R:3:lowdin_charge:R:1 method="wB97M-V/def2-TZVPD" lumo_ev="-2.1 / -3.3" relative_energy_kj_mol=213.63 homo_ev="-9.97 / -9.35" homo_lumo_gap_ev="7.88 / 6.05"
C -0.17823 -0.66977 -0.22890 -0.9 -0.2 1.5 -0.994
P 0.52707 0.80001 0.54034 -0.5 -0.7 1.6 -0.083
Cl 0.45467 1.93256 -1.04292 0.1 1.4 -1.8 0.226
Cl 2.43657 0.07314 0.45604 0.9 -0.2 -0.1 0.168
Br -2.69920 0.93108 0.58852 0.7 -0.5 -0.4 -0.001
Br -0.38335 -2.08892 0.93480 -0.1 -0.1 -0.1 0.683
H -0.15753 -0.97809 -1.24788 -0.1 0.2 -0.8 0.001